82
Properties=species:S:1:pos:R:3:forces:R:3 method="wB97M-V/def2-TZVPD" e_lumo_ha=-0.0301 homo_lumo_gap_ha=0.227 de_lowest_kcal_mol=78.5 homo_ev=-7.01
Zr -0.996 -0.428 -0.660 0.52 -0.23 0.08
Se 1.005 0.163 1.760 -0.17 -0.04 -0.08
Se 0.208 -3.103 -2.676 0.04 -0.05 -0.06
Se -2.192 -1.660 1.706 -0.09 0.10 -0.02
As -3.922 -0.229 -1.927 0.27 0.02 0.25
S -1.711 1.915 2.196 0.06 -0.07 -0.04
P -0.489 -1.229 2.953 0.03 0.09 -0.06
F -5.352 -0.083 -1.042 -0.02 0.01 0.03
F -2.997 0.715 -0.662 -0.09 -0.12 -0.02
F -3.360 -1.600 -0.980 -0.18 -0.03 0.00
F -2.244 -0.393 -2.610 0.01 0.00 -0.01
F -4.138 1.204 -2.807 -0.04 -0.01 -0.06
F -4.555 -1.236 -3.129 0.01 0.00 -0.08
O -0.644 -2.523 -1.129 -0.17 0.04 -0.10
O -1.316 2.344 -2.191 -0.04 0.06 0.01
O 0.274 0.180 -1.953 0.15 -0.05 0.17
O 0.343 -1.931 -0.253 -0.16 -0.02 0.00
N -3.809 -3.993 -4.907 -0.03 -0.01 0.00
N 0.071 1.911 0.152 0.12 0.19 0.07
N 1.485 1.710 0.193 -0.08 -0.12 0.07
C -2.663 0.005 6.178 0.02 0.01 0.03
C -0.305 3.245 -0.276 -0.07 -0.03 -0.06
C 2.107 1.364 -1.006 0.03 -0.01 -0.14
C 0.078 4.322 0.506 0.00 0.00 0.02
C 2.176 -4.919 3.580 -0.02 -0.01 0.01
C 5.588 1.761 -2.368 0.02 0.02 0.03
C 2.698 -3.647 3.762 0.00 0.04 0.00
C 1.555 0.620 -2.032 -0.07 0.07 -0.04
C -0.196 5.613 0.094 0.01 0.01 0.02
C -3.612 -4.421 -3.661 -0.01 0.02 -0.01
C 3.484 1.751 -1.130 0.00 0.01 -0.03
C 0.002 -0.489 5.586 0.05 0.00 0.04
C 0.849 -5.077 3.202 0.01 0.00 0.01
C -1.690 0.195 7.149 -0.02 -0.01 -0.03
C -0.963 3.445 -1.484 0.03 -0.02 0.01
C 3.597 0.644 -3.308 -0.05 -0.02 0.00
C -2.309 -0.429 4.910 -0.01 0.01 -0.01
C 1.894 -2.534 3.568 0.02 -0.04 0.00
C -1.406 2.481 -3.604 0.00 0.00 0.01
C 2.290 0.281 -3.187 0.05 0.04 0.00
C -2.446 -4.198 -2.945 0.06 0.01 0.05
C -0.411 1.435 1.359 -0.12 0.20 0.05
C 4.127 2.508 -0.121 0.03 0.03 0.02
C 0.560 -2.689 3.190 -0.01 -0.02 0.06
C -0.975 -0.683 4.612 -0.02 -0.01 -0.02
C -1.647 -2.968 -4.834 0.00 0.02 -0.02
C 0.043 -3.967 3.006 0.02 -0.02 -0.05
C -1.227 4.746 -1.904 -0.01 -0.02 0.01
C -2.839 -3.285 -5.473 0.03 0.01 0.03
C -0.357 -0.051 6.850 0.02 0.00 -0.01
C -0.847 5.818 -1.115 -0.01 0.00 -0.02
C 5.442 2.862 -0.240 -0.04 0.00 0.02
C 6.187 2.482 -1.375 -0.01 -0.02 -0.04
C 4.228 1.379 -2.275 0.00 0.00 0.01
C -1.445 -3.451 -3.551 -0.03 0.01 -0.07
H 3.733 -3.516 4.049 0.00 -0.01 0.00
H 0.605 4.132 1.431 0.00 -0.01 0.00
H 1.045 -0.680 5.367 -0.05 0.01 0.01
H -3.021 -2.937 -6.483 -0.01 0.00 0.00
H -1.735 4.916 -2.842 -0.01 0.01 0.00
H 0.441 -6.068 3.053 0.00 0.00 0.01
H 5.915 3.445 0.541 0.00 0.00 0.00
H -2.329 -4.587 -1.943 -0.01 -0.01 -0.01
H 2.320 -1.548 3.708 0.00 0.01 -0.04
H 1.784 -0.290 -3.955 0.00 0.00 0.00
H 0.104 6.453 0.705 0.00 0.00 0.00
H -2.334 2.978 -3.895 -0.01 0.00 0.00
H -1.061 6.825 -1.450 0.00 0.00 0.00
H 4.167 0.373 -4.188 0.00 0.00 0.00
H -3.064 -0.561 4.146 0.01 -0.01 -0.01
H 3.551 2.806 0.744 0.00 0.00 0.00
H -1.969 0.537 8.137 0.00 0.00 0.00
H -0.909 -2.348 -5.326 0.00 -0.01 0.01
H -0.985 -4.089 2.688 0.00 0.02 0.00
H -1.399 1.473 -4.006 0.00 -0.01 0.01
H 2.804 -5.787 3.729 0.00 0.00 -0.01
H 6.147 1.468 -3.249 0.00 0.00 0.00
H -0.548 3.036 -3.988 0.00 0.00 0.01
H -4.424 -4.983 -3.214 0.00 0.00 0.00
H -3.704 0.198 6.404 0.00 0.00 0.01
H 7.227 2.768 -1.458 0.00 -0.01 0.00
H 0.407 0.099 7.602 0.00 0.00 0.01